DFT (ωB97M-V with the def2-TZVPD basis set) results for C26H30BInN12O2S4 as an isolated structure at a distorted geometry.

Geometry (Å):
In: -0.58036 0.47000 -0.24626
C: -0.59636 4.09226 2.51150
C: -0.59383 2.72304 1.91076
N: -0.60677 2.56943 0.63464
N: -0.62085 3.61390 -0.16117
C: -0.33431 3.43697 -1.42033
N: -0.32266 4.54184 -2.19017
S: 0.13627 1.97985 -2.20890
C: -0.49639 1.51626 2.70613
C: -0.03294 1.54512 4.02405
C: 0.08440 0.36025 4.72023
C: -0.30436 -0.82484 4.10805
C: -0.75345 -0.77169 2.79931
N: -0.82614 0.35948 2.11786
H: 0.41964 4.48627 2.53233
H: -1.01207 4.10209 3.51457
H: -1.19009 4.73275 1.86065
H: -0.70271 5.39433 -1.81478
H: -0.16423 4.45030 -3.17678
H: 0.27589 2.47777 4.46823
H: 0.48126 0.36184 5.72465
H: -0.24260 -1.77186 4.62285
H: -1.05663 -1.66377 2.26212
N: 7.43441 0.15149 -2.04340
C: 6.22001 0.10110 -1.39880
C: 5.11547 0.79251 -1.90799
C: 3.92342 0.80640 -1.21438
C: 3.81901 0.13087 -0.01324
C: 4.88854 -0.58156 0.49343
C: 6.08578 -0.59097 -0.19074
S: 2.28412 0.24708 0.86772
O: 2.45877 -0.08020 2.25795
O: 1.76374 1.57265 0.60176
N: 1.20135 -0.74071 0.19672
C: 1.31559 -2.04380 0.49162
N: 2.54346 -2.56983 0.57798
C: 2.62080 -3.85737 0.85091
C: 1.50608 -4.65572 1.06070
C: 0.28272 -4.01489 0.94313
N: 0.17908 -2.72884 0.67573
H: 7.41638 0.43103 -3.01068
H: 8.10342 -0.56386 -1.80661
H: 5.20244 1.32243 -2.84584
H: 3.07016 1.34873 -1.59203
H: 4.75791 -1.11957 1.41691
H: 6.93064 -1.13609 0.20230
H: 3.62495 -4.26347 0.89403
H: 1.59368 -5.70268 1.30110
H: -0.65403 -4.54412 1.07872
C: 0.07249 -0.93667 -3.87738
N: -1.33171 -0.66069 -3.74412
C: -2.15546 -0.10340 -4.67813
C: -3.41704 -0.16139 -4.17358
N: -3.36744 -0.74159 -2.94467
B: -4.61700 -1.16668 -2.13753
N: -4.36542 -1.04893 -0.61244
C: -4.82251 -1.95734 0.29335
C: -4.68930 -1.43976 1.53836
N: -4.13321 -0.19589 1.39263
C: -3.98953 0.78958 2.42526
C: -3.92814 0.00995 0.06805
S: -3.18917 1.40137 -0.55995
C: -2.09438 -1.02387 -2.68884
S: -1.42249 -1.74868 -1.28298
H: 0.39075 -0.67635 -4.88512
H: 0.24547 -1.99842 -3.68429
H: 0.65293 -0.35540 -3.15230
H: -1.77819 0.28298 -5.60316
H: -4.34714 0.15715 -4.59548
H: -5.50516 -0.42498 -2.42148
H: -4.83291 -2.31332 -2.37532
H: -5.20811 -2.90346 -0.02509
H: -4.94881 -1.82471 2.50415
H: -4.97649 1.07001 2.80711
H: -3.51693 1.66909 1.98339
H: -3.37369 0.40918 3.24303

- LUMO: -0.12 eV
- Orbital gap: 7.21 eV
- Calculated total energy: -98620.7619 eV
- 2S+1: 1
- Molar mass: 796.51 g mol⁻¹

---

DFT (ωB97M-V with the def2-TZVPD basis set) results for C26H30Br2N2O4PS2Y as an isolated structure.

Geometry (Å):
Y: -0.62864 0.52481 1.29716
Br: 1.55083 6.65744 -3.16295
C: 0.67550 5.11253 -2.51609
C: 0.45979 4.97057 -1.15426
C: -0.16680 3.83119 -0.67723
C: -0.58921 2.85358 -1.56843
C: -0.36348 2.99984 -2.93221
C: 0.27169 4.13516 -3.41121
N: -1.21099 1.69426 -1.02619
C: -2.19703 1.18749 -1.64338
C: -2.92762 0.02450 -1.10246
C: -3.90150 -0.60540 -1.85894
C: -4.58166 -1.68271 -1.30563
C: -4.27605 -2.07792 -0.01805
C: -3.29349 -1.38482 0.67899
N: -2.63569 -0.35905 0.14836
H: 0.78250 5.74230 -0.47006
H: -0.36436 3.71891 0.38040
H: -0.64116 2.21315 -3.62118
H: 0.46305 4.24989 -4.46872
H: -2.58222 1.61137 -2.57279
H: -4.11847 -0.25700 -2.85904
H: -5.34237 -2.19823 -1.87595
H: -4.77880 -2.90720 0.45764
H: -3.02368 -1.65812 1.69358
C: 2.64972 -3.96769 -0.10928
C: 3.51109 -3.01817 0.69766
C: 4.90814 -2.84072 0.14178
O: 2.89106 -1.71255 0.89777
P: 2.10520 -0.81944 -0.13919
S: 2.02117 1.00980 0.65658
S: 0.26440 -1.47508 -0.52041
O: 3.05695 -0.89755 -1.40199
C: 2.81286 -0.54462 -2.78857
C: 1.88727 0.64264 -2.91866
C: 2.32582 -1.76799 -3.54021
H: 3.13267 -4.94642 -0.12576
H: 2.53982 -3.63181 -1.14045
H: 1.65959 -4.07650 0.32835
H: 3.58236 -3.39091 1.72114
H: 4.88980 -2.56822 -0.91198
H: 5.46201 -3.77497 0.24933
H: 5.43733 -2.06639 0.69554
H: 3.80700 -0.27525 -3.15100
H: 0.88732 0.38960 -2.56170
H: 1.81422 0.92416 -3.97132
H: 2.24502 1.50210 -2.35387
H: 1.31487 -2.04157 -3.24026
H: 2.98776 -2.61471 -3.35964
H: 2.33323 -1.55916 -4.61131
C: -3.95963 3.80988 1.50598
O: -2.83567 3.04760 1.07040
C: -2.25764 2.20892 2.03251
O: -2.74010 2.21722 3.14666
H: -4.19600 4.50433 0.70192
H: -3.73892 4.35921 2.42127
H: -4.82034 3.16717 1.70167
Br: 0.20091 -3.14318 7.30870
C: -0.07214 -2.19070 5.68834
C: -0.59327 -0.91004 5.73032
C: -0.79199 -0.22551 4.53660
C: -0.48528 -0.78002 3.28200
C: 0.04316 -2.08072 3.31010
C: 0.24976 -2.79391 4.48486
H: -0.84235 -0.46161 6.68312
H: -1.23177 0.76643 4.59212
H: 0.31106 -2.57218 2.37699
H: 0.65339 -3.79799 4.47252

- Relative energy (zero: lowest compared OMol25 entry of this formula, charge and spin): 0.0 kcal/mol
- LUMO: -1.21 eV
- Orbital gap: 6.86 eV
- Calculated total energy: -210710.9177 eV
- 2S+1: 1
- Molar mass: 778.36 g mol⁻¹

---

DFT (ωB97M-V with the def2-TZVPD basis set) results for C26H30ClN6O4RuSSe as an isolated structure at a distorted geometry.

Geometry (Å):
Ru: 0.69617 0.73976 -0.15674
O: -1.63270 1.78477 4.97415
C: -0.71738 2.68371 4.65882
O: -0.44733 3.62783 5.33097
C: 0.03894 2.47473 3.35831
C: 1.07841 3.35674 2.87890
Cl: 1.55178 4.79354 3.53771
N: 1.59567 2.84731 1.75131
N: 0.93545 1.68543 1.46165
C: -0.01430 1.48635 2.43100
C: -0.90507 0.32489 2.12142
O: -1.62050 -0.18883 2.93261
O: -0.81515 -0.05393 0.84617
C: 2.62310 3.26101 0.82857
C: 3.65746 4.10356 1.18917
C: 4.60244 4.46270 0.23134
C: 4.53699 3.96728 -1.06059
C: 3.51262 3.09616 -1.41557
C: 2.56528 2.75706 -0.47061
H: -1.71243 1.03603 4.35630
H: 3.74851 4.47523 2.19689
H: 5.39956 5.13834 0.51047
H: 5.27947 4.25370 -1.79278
H: 3.45070 2.70117 -2.41974
H: 1.69250 2.19456 -0.84702
C: -2.32774 -6.33528 2.54734
C: -1.89197 -5.16132 3.42200
C: -1.56741 -3.89203 2.63383
C: -0.35130 -4.09714 1.73825
N: 0.12664 -2.84285 1.09428
C: 1.14754 -2.08676 1.40322
S: 1.86147 -1.01547 0.11108
N: 1.86397 -2.08923 2.50585
C: 1.58788 -2.62760 3.87214
C: 2.86338 -3.22277 4.45142
C: 3.20528 -4.59122 3.85926
C: 2.37816 -5.72501 4.45896
H: -2.66363 -7.16702 3.16282
H: -1.51226 -6.71839 1.92875
H: -3.14503 -6.04860 1.88313
H: -1.03895 -5.44490 4.04599
H: -2.69162 -4.91904 4.12243
H: -1.38940 -3.05720 3.31608
H: -2.42420 -3.61686 2.01219
H: -0.59517 -4.76482 0.91347
H: 0.48073 -4.54919 2.27376
H: -0.37408 -2.56984 0.26211
H: 2.71372 -1.53906 2.46780
H: 0.79539 -3.36276 3.83362
H: 1.23207 -1.79018 4.47547
H: 2.72121 -3.30510 5.53029
H: 3.69055 -2.52070 4.29997
H: 4.26040 -4.79145 4.04573
H: 3.10447 -4.57206 2.76669
H: 2.47845 -5.74335 5.54427
H: 2.70499 -6.68972 4.07531
H: 1.31131 -5.63384 4.23328
Se: -2.09477 0.63248 -1.77879
N: -0.23434 0.47395 -1.82871
C: 0.16400 0.80998 -3.09811
C: 1.46626 0.75883 -3.58781
C: 1.66828 1.11397 -4.91000
C: 0.61400 1.52321 -5.76258
C: -0.67278 1.56342 -5.31399
C: -0.92082 1.18956 -3.96370
N: -2.13159 1.16714 -3.42437
H: 2.28355 0.41179 -2.96827
H: 2.67023 1.06285 -5.31846
H: 0.83892 1.78714 -6.78699
H: -1.49978 1.85977 -5.94582

- Relative energy (zero: lowest compared OMol25 entry of this formula, charge and spin): 5.3 kcal/mol
- LUMO: -12.42 eV
- Orbital gap: 5.44 eV
- Calculated total energy: -135836.8256 eV
- 2S+1: 1
- Molar mass: 738.11 g mol⁻¹
- Charge: +3

---

Number 1: HOMO energy -7.33 eV. Number 2: HOMO energy -8.07 eV. Number 3: HOMO energy -17.87 eV.